{"formula": "C6H14N2O2", "method": "ωB97M-V/def2-TZVPD", "symbols": ["C", "O", "N", "C", "C", "H", "H", "H", "H", "H", "H", "H", "C", "O", "N", "C", "C", "H", "H", "H", "H", "H", "H", "H"], "positions_angstrom": [[3.91, 0.80, -2.81], [2.65, 0.68, -2.66], [4.46, 0.67, -4.06], [3.81, 0.39, -5.25], [5.88, 0.73, -4.29], [4.67, 0.96, -2.03], [4.28, -0.17, -6.06], [3.44, 1.36, -5.59], [2.97, -0.22, -4.92], [6.23, 1.25, -5.18], [6.53, 0.95, -3.44], [6.12, -0.31, -4.51], [-4.48, -0.30, 5.71], [-3.34, -0.36, 6.28], [-4.50, -0.64, 4.41], [-5.91, -0.55, 3.93], [-3.43, -0.79, 3.47], [-5.41, 0.03, 6.20], [-6.10, -1.07, 2.99], [-6.11, 0.52, 3.84], [-6.46, -1.10, 4.69], [-3.73, -1.56, 2.75], [-3.04, -0.09, 2.73], [-2.46, -1.16, 3.80]], "homo_energy_ev": -9.10, "smiles": "CN(C)C=O.CN(C)C=O", "homo_lumo_gap_ha": 0.3633, "total_charge": 0, "relative_energy_kcal_mol": 83.61, "e_lumo_ev": 0.79}

=====

{"formula": "C3H4OS", "method": "ωB97M-V/def2-TZVPD", "symbols": ["C", "C", "C", "O", "S", "H", "H", "H", "H"], "positions_angstrom": [[0.58, 1.28, -0.27], [-0.40, 0.07, -0.61], [-0.12, -0.95, 0.46], [1.41, 1.28, 0.55], [-1.62, -0.22, -1.66], [0.31, 2.29, -0.80], [0.55, -1.88, 0.35], [-0.99, -1.42, 0.73], [0.29, -0.45, 1.26]], "homo_energy_ev": [-7.67, -10.06], "multiplicity": 3, "homo_lumo_gap_ha": [0.3131, 0.2627], "total_charge": 0, "relative_energy_kcal_mol": 7.55, "s2": 2.01, "e_lumo_ev": [0.85, -2.91]}

=====

{"formula": "C12H15B3F16NO5PS", "method": "ωB97M-V/def2-TZVPD", "symbols": ["C", "C", "B", "O", "B", "S", "O", "B", "P", "N", "O", "H", "H", "H", "H", "H", "H", "H", "C", "C", "C", "F", "F", "F", "F", "O", "C", "C", "F", "F", "F", "F", "H", "H", "H", "H", "C", "C", "C", "F", "F", "F", "F", "O", "C", "C", "F", "F", "F", "F", "H", "H", "H", "H"], "positions_angstrom": [[-1.70, -1.58, 2.75], [-1.62, -1.09, 1.54], [-2.74, -0.04, 1.15], [-2.83, 1.28, 1.56], [-4.10, 1.48, 2.10], [-4.30, 2.57, 3.58], [-5.24, 0.90, 1.53], [-4.90, -0.38, 1.17], [-5.74, -1.99, 1.78], [-5.13, -2.22, 3.24], [-3.79, -0.51, 0.33], [-1.22, -2.52, 3.02], [-2.27, -1.05, 3.50], [-0.83, -1.47, 0.88], [-3.64, 1.91, 4.56], [-5.28, -3.04, 0.93], [-7.15, -1.90, 1.76], [-5.90, -2.28, 3.90], [-0.23, -2.68, -3.63], [0.28, -2.69, -2.18], [0.75, -1.36, -1.62], [1.81, -0.86, -2.29], [1.15, -1.50, -0.33], [1.26, -3.62, -2.06], [-0.75, -3.12, -1.40], [0.69, -3.10, -4.63], [1.55, -2.16, -5.17], [3.01, -2.53, -4.92], [3.28, -2.58, -3.60], [3.82, -1.60, -5.47], [1.26, -0.92, -4.72], [1.32, -2.15, -6.50], [-1.02, -3.42, -3.68], [-0.70, -1.73, -3.89], [-0.06, -0.61, -1.63], [3.24, -3.51, -5.36], [2.60, 1.85, 0.32], [1.27, 2.03, 1.07], [0.62, 3.41, 0.96], [1.41, 4.37, 1.51], [-0.55, 3.42, 1.64], [1.43, 1.67, 2.35], [0.39, 1.13, 0.52], [3.78, 1.96, 1.10], [4.34, 3.20, 1.30], [4.39, 3.56, 2.78], [3.14, 3.61, 3.30], [4.94, 4.79, 2.94], [3.70, 4.14, 0.57], [5.60, 3.14, 0.82], [2.61, 0.82, -0.04], [2.65, 2.46, -0.58], [0.42, 3.67, -0.08], [4.97, 2.83, 3.34]], "homo_energy_ev": -8.66, "homo_lumo_gap_ha": 0.3179, "total_charge": 0, "e_lumo_ev": 0.00}

=====

{"formula": "C30H42F6FeO27S2", "method": "ωB97M-V/def2-TZVPD", "symbols": ["Fe", "C", "F", "F", "F", "S", "O", "O", "O", "C", "F", "F", "F", "S", "O", "O", "O", "C", "C", "C", "O", "C", "O", "O", "H", "H", "H", "H", "H", "H", "C", "C", "C", "O", "C", "O", "O", "H", "H", "H", "H", "H", "H", "C", "C", "C", "O", "C", "O", "O", "H", "H", "H", "H", "H", "H", "C", "C", "C", "O", "C", "O", "O", "H", "H", "H", "H", "H", "H", "C", "C", "C", "O", "C", "O", "O", "H", "H", "H", "H", "H", "H", "C", "C", "C", "O", "C", "O", "O", "H", "H", "H", "H", "H", "H", "C", "C", "C", "O", "C", "O", "O", "H", "H", "H", "H", "H", "H"], "positions_angstrom": [[10.68, 10.90, 13.49], [14.29, 9.07, 13.10], [15.12, 9.89, 13.72], [14.08, 9.55, 11.92], [14.86, 7.87, 12.92], [12.83, 8.75, 14.19], [12.08, 7.78, 13.44], [13.36, 8.51, 15.47], [12.34, 10.18, 14.14], [8.68, 12.00, 10.36], [9.11, 10.76, 10.14], [9.70, 12.82, 10.20], [7.75, 12.25, 9.43], [7.94, 11.98, 12.08], [7.28, 10.70, 12.17], [9.22, 12.01, 12.86], [7.19, 13.17, 12.14], [11.41, 17.21, 18.35], [9.96, 17.56, 18.32], [9.44, 17.88, 16.84], [8.88, 16.64, 16.38], [8.72, 15.83, 17.45], [8.26, 14.77, 17.44], [9.11, 16.40, 18.59], [11.55, 16.36, 17.63], [11.73, 16.75, 19.28], [12.00, 18.08, 18.13], [9.63, 18.30, 19.04], [10.25, 18.27, 16.22], [8.63, 18.63, 16.68], [9.47, 11.29, 20.71], [9.75, 12.26, 19.59], [10.69, 13.41, 19.96], [11.48, 13.51, 18.71], [11.35, 12.33, 18.09], [12.10, 12.12, 17.13], [10.52, 11.50, 18.59], [8.70, 10.59, 20.45], [9.08, 11.90, 21.52], [10.47, 10.92, 20.98], [8.92, 12.63, 19.02], [11.48, 13.27, 20.74], [10.25, 14.39, 20.07], [12.86, 12.06, 7.53], [13.14, 11.65, 8.98], [13.12, 12.86, 9.90], [12.63, 12.19, 11.19], [11.97, 11.11, 10.76], [11.31, 10.43, 11.55], [12.14, 10.84, 9.52], [12.11, 12.84, 7.55], [12.44, 11.20, 6.93], [13.74, 12.36, 7.02], [14.09, 11.13, 9.13], [12.36, 13.63, 9.74], [14.11, 13.28, 10.06], [11.23, 7.29, 18.17], [10.16, 7.64, 17.16], [8.89, 8.24, 17.69], [8.73, 9.49, 17.07], [9.63, 9.58, 16.08], [9.64, 10.47, 15.27], [10.55, 8.69, 16.10], [12.00, 6.71, 17.68], [10.73, 6.66, 18.89], [11.67, 8.19, 18.63], [9.98, 6.78, 16.51], [8.97, 8.39, 18.72], [8.09, 7.53, 17.41], [8.67, 18.20, 11.44], [9.47, 17.07, 12.02], [9.38, 15.72, 11.37], [10.76, 15.19, 11.54], [11.60, 16.23, 11.63], [12.78, 16.17, 11.68], [10.92, 17.38, 11.70], [7.64, 18.03, 11.68], [8.85, 18.28, 10.33], [8.97, 19.18, 11.98], [9.53, 17.05, 13.11], [9.33, 15.82, 10.31], [8.69, 15.03, 11.84], [13.92, 15.55, 16.09], [13.90, 14.81, 14.79], [14.62, 13.48, 14.75], [13.65, 12.55, 14.12], [12.44, 13.21, 14.17], [11.41, 12.64, 13.97], [12.49, 14.45, 14.57], [13.63, 14.76, 16.78], [13.29, 16.42, 16.19], [14.96, 15.79, 16.42], [13.96, 15.34, 13.82], [14.87, 13.07, 15.70], [15.50, 13.56, 14.13], [5.15, 7.81, 12.80], [6.65, 7.47, 12.68], [7.01, 7.69, 11.23], [8.40, 8.12, 11.27], [8.56, 8.62, 12.51], [9.62, 9.20, 12.81], [7.59, 8.30, 13.37], [4.56, 7.14, 12.10], [5.02, 8.85, 12.70], [4.85, 7.54, 13.84], [6.79, 6.43, 12.95], [6.44, 8.50, 10.83], [6.91, 6.76, 10.76]], "homo_energy_ev": [-12.48, -12.47], "multiplicity": 6, "homo_lumo_gap_ha": [0.4077, 0.3051], "total_charge": 1, "relative_energy_kcal_mol": 5.25, "s2": 8.76, "e_lumo_ev": [-1.38, -4.17]}

=====

{"formula": "C5H14N4", "method": "ωB97M-V/def2-TZVPD", "symbols": ["C", "C", "N", "N", "C", "H", "H", "H", "H", "H", "H", "H", "H", "C", "N", "C", "N", "H", "H", "H", "H", "H", "H"], "positions_angstrom": [[-1.40, 0.69, -2.04], [-1.20, 0.54, -0.56], [-1.61, -0.65, 0.04], [-0.48, 1.44, 1.58], [-0.53, 1.47, 0.16], [-0.70, -1.11, 0.55], [-1.99, -1.29, -0.64], [-1.23, 0.87, 1.95], [-0.52, 2.37, 1.98], [-0.17, 2.38, -0.30], [-0.92, 1.60, -2.41], [-0.97, -0.16, -2.59], [-2.46, 0.75, -2.27], [1.77, -0.94, -1.13], [0.96, -1.20, 2.43], [1.62, -0.63, 0.32], [0.85, -1.34, 1.06], [1.07, -0.24, 2.73], [0.16, -1.63, 2.88], [2.27, 0.13, 0.75], [2.78, -1.32, -1.32], [1.62, -0.05, -1.73], [1.05, -1.69, -1.45]], "homo_energy_ev": -6.98, "smiles": "C/C(N)=C/N.C/C=N/N", "homo_lumo_gap_ha": 0.2976, "total_charge": 0, "relative_energy_kcal_mol": 39.15, "e_lumo_ev": 1.12}

=====

{"formula": "C3H5ClN4", "method": "ωB97M-V/def2-TZVPD", "symbols": ["C", "C", "C", "H", "H", "H", "H", "H", "N", "N", "N", "N", "Cl"], "positions_angstrom": [[0.22, 0.64, 0.04], [-1.06, 1.12, 0.04], [-1.85, -0.05, 0.03], [2.21, 0.64, -0.13], [1.50, 2.14, -0.36], [-1.39, 2.14, 0.05], [1.08, -2.20, -0.76], [1.21, -2.11, 0.88], [1.46, 1.26, 0.11], [-1.15, -1.17, 0.03], [0.13, -0.72, 0.03], [1.22, -1.57, 0.01], [-3.57, -0.11, 0.03]], "homo_energy_ev": -8.54, "smiles": "Nc1cc(Cl)nn1N", "homo_lumo_gap_ha": 0.3448, "total_charge": 0, "relative_energy_kcal_mol": 32.44, "e_lumo_ev": 0.85}